{"formula": "C30H41Cl40NO4S2", "method": "ωB97M-V/def2-TZVPD", "homo_lumo_gap_ev": 8.6, "elements": ["Cl", "Cl", "Cl", "Cl", "Cl", "Cl", "Cl", "Cl", "Cl", "Cl", "Cl", "Cl", "Cl", "Cl", "Cl", "Cl", "Cl", "Cl", "Cl", "Cl", "Cl", "Cl", "Cl", "Cl", "Cl", "Cl", "Cl", "Cl", "Cl", "Cl", "Cl", "Cl", "Cl", "Cl", "Cl", "Cl", "Cl", "Cl", "Cl", "Cl", "S", "S", "O", "O", "O", "O", "N", "C", "C", "C", "C", "C", "C", "C", "C", "C", "C", "C", "C", "C", "C", "C", "C", "C", "C", "C", "C", "C", "C", "C", "C", "C", "C", "C", "C", "C", "C", "H", "H", "H", "H", "H", "H", "H", "H", "H", "H", "H", "H", "H", "H", "H", "H", "H", "H", "H", "H", "H", "H", "H", "H", "H", "H", "H", "H", "H", "H", "H", "H", "H", "H", "H", "H", "H", "H", "H", "H", "H"], "positions_angstrom": [[-0.6617, -2.9606, -8.6407], [-8.7266, 4.6091, 2.9350], [1.7688, 0.4960, 9.2864], [-6.8220, 3.9925, 5.0089], [-0.9824, 3.7968, 2.0973], [1.8715, 3.0531, -10.9775], [-2.2672, 2.1051, 4.0312], [-2.8898, 3.1903, -0.7357], [-0.0728, 6.3714, -4.1084], [-6.9575, 2.3502, 2.6483], [-4.1695, -4.5895, -4.5633], [-4.0615, -2.0345, -2.1792], [0.8566, 1.1478, -9.0576], [-1.7952, -0.7092, -10.0158], [4.2352, -0.7228, 8.4242], [-9.0971, 2.2713, 4.5784], [-3.8685, -2.9604, -6.9245], [-2.4426, 0.6363, 0.5302], [-6.2337, 7.0780, -1.3128], [-6.1626, 7.1172, 1.5721], [-1.5728, 4.8162, 4.7185], [-2.2923, 7.5265, -5.5471], [-0.2310, -2.6469, -11.4716], [-0.9703, 5.1752, -6.5720], [-2.7593, -2.7982, 0.2779], [-3.3721, 0.7392, -2.1926], [-6.0681, 4.6058, 0.1598], [-1.6339, -3.3511, -5.1436], [-3.7193, 4.2909, 2.8494], [-0.6715, 1.5331, -1.5619], [3.2091, 1.5833, 7.0415], [2.0020, 3.5914, -8.1351], [-1.7395, -3.7459, -2.2481], [-2.5991, 4.9936, -4.2019], [-2.5797, -5.5333, -6.7766], [4.2732, 1.8603, 9.7080], [-1.4576, -0.9702, -1.5302], [-2.8496, -3.3549, -10.4674], [-3.8064, 6.3898, 0.0960], [-0.5396, 3.6344, -9.5072], [2.4400, -1.7861, -2.1736], [2.9597, 0.9590, -3.2065], [2.7623, -1.6451, 3.2874], [-0.4987, -1.2512, 4.4816], [-2.7295, -3.5093, 3.5015], [0.4748, 0.7739, 4.3718], [3.7268, 0.2487, -0.8774], [-1.3877, -2.4192, -10.1582], [3.3742, 0.8080, 8.6162], [2.6591, -3.0309, 3.0424], [5.8903, -1.6798, 0.9886], [0.9829, 0.7562, 1.6854], [1.6585, 1.2559, -5.5811], [-2.1431, 3.7477, 3.4236], [1.9784, -1.1285, 4.3403], [-5.5715, 6.2974, 0.1241], [-1.9652, -3.1206, 4.6234], [-7.9012, 3.3062, 3.7928], [-2.3457, 1.5291, -0.9914], [5.8862, -0.2742, 0.3711], [-2.8647, -5.9839, 3.6828], [-3.0637, -4.1080, -5.8527], [1.0532, 2.8602, -9.4291], [0.4086, -0.4776, 2.4035], [0.1428, 1.4525, -5.5360], [6.1705, -1.6605, 2.4884], [-2.5055, -2.3832, -1.4194], [3.0410, -0.2737, -2.0150], [-1.4862, 6.0195, -5.1081], [1.5819, 0.4037, 0.3285], [2.1090, 0.1725, -4.5691], [5.1635, -0.1740, -0.9694], [0.6034, -0.5510, 3.9114], [-2.3881, -4.7452, 2.9099], [-0.5582, -2.6388, 4.2518], [3.0188, -0.1196, 0.3667], [0.1540, 0.9051, 5.7490], [5.3260, -1.2452, 3.0467], [6.9320, -0.0105, 0.1684], [5.2490, -1.1260, -1.5106], [5.6660, 0.5789, -1.5852], [6.3901, -2.6613, 2.8725], [-2.4922, -2.2675, 5.0601], [3.5172, 0.3790, 1.2027], [0.7756, -1.3878, 1.9161], [-0.9190, 0.8151, 5.9296], [2.7300, -0.6166, -4.9984], [-1.9283, -3.9053, 5.3878], [1.6132, 1.3122, -0.2875], [1.8215, -3.2702, 2.3741], [3.5862, -3.3458, 2.5577], [2.5539, -3.5926, 3.9809], [0.4470, 1.9169, 6.0447], [3.0585, -1.1986, 0.5613], [-0.6802, -0.4884, 2.2744], [-0.3904, -2.8630, 3.1890], [1.8657, -1.8749, 5.1383], [-0.1377, 2.4241, -5.9399], [1.7314, 1.2635, 2.3012], [1.2307, -0.3092, -4.1304], [6.6933, -2.2465, 0.4982], [-1.3070, -4.8112, 2.7237], [-3.1355, -5.7344, 4.7101], [2.5472, -0.2939, 4.7613], [-0.3721, 0.6811, -6.1155], [0.9210, -0.2985, -0.1934], [-2.8583, -4.6936, 1.9281], [7.0534, -1.0434, 2.6949], [0.2024, -3.1776, 4.8338], [0.1572, 1.4455, 1.4998], [-2.0724, -6.7383, 3.7359], [4.9687, -2.2246, 0.7506], [2.1311, 2.2041, -5.2958], [-0.2082, 1.4160, -4.5015], [2.0050, 1.0164, -6.5882], [-3.7174, -6.4558, 3.1901], [5.5171, 0.4698, 1.0808], [0.6960, 0.2044, 6.3903]], "forces_ev_per_a": [[0.09, -0.01, 0.01], [-0.01, 0.03, -0.02], [-0.03, 0.00, 0.01], [0.01, 0.02, 0.02], [0.08, 0.13, -0.01], [0.02, 0.00, 0.03], [-0.23, -0.02, -0.08], [0.04, -0.16, -0.12], [0.02, 0.02, 0.01], [0.01, -0.10, 0.02], [-0.07, -0.09, -0.12], [-0.30, -0.87, -0.02], [-0.03, -0.05, -0.21], [-0.14, 0.00, -0.07], [0.01, -0.02, 0.00], [-0.01, -0.02, 0.02], [-0.08, 0.05, 0.03], [-0.52, 0.89, 0.81], [0.01, 0.02, -0.02], [-0.04, 0.00, 0.03], [-0.07, -0.01, 0.01], [0.00, 0.02, -0.01], [-0.03, 0.00, -0.04], [-0.02, 0.06, 0.00], [-0.03, 0.14, 0.01], [-1.07, 2.22, -0.32], [-0.04, 0.04, -0.02], [0.02, 0.10, -0.88], [-0.03, -0.02, 0.09], [0.20, 1.29, -0.12], [0.13, 0.09, -0.02], [0.07, 0.23, -0.06], [0.00, -0.05, 0.93], [-0.03, -0.04, 0.05], [0.00, -0.04, -0.01], [0.02, 0.02, 0.01], [1.57, -3.55, -0.57], [-0.01, -0.04, -0.09], [0.03, 0.08, -0.16], [0.06, -0.06, -0.03], [0.01, 0.02, 0.10], [0.10, 0.25, 0.03], [0.12, 0.01, 0.05], [0.17, -0.02, 0.28], [-0.19, 0.18, 0.13], [0.00, -0.20, 0.34], [-0.04, -0.79, 0.10], [0.04, -0.02, 0.14], [-0.01, -0.05, -0.01], [0.06, -0.06, 0.02], [0.22, -0.15, -0.09], [0.06, -0.40, -0.12], [0.16, 0.03, 0.55], [0.04, 0.04, 0.03], [0.11, 0.10, 0.26], [0.05, 0.01, 0.02], [0.04, 0.23, 0.08], [0.00, 0.00, 0.00], [-0.38, 0.50, 0.00], [0.27, -0.13, -0.14], [0.22, -0.14, -0.07], [0.06, 0.04, -0.02], [-0.04, -0.05, 0.13], [-0.18, -0.18, -0.36], [0.12, -0.01, -0.14], [0.06, 0.06, 0.02], [0.23, -0.11, 0.02], [0.01, 0.02, -0.03], [0.02, -0.06, 0.04], [0.22, 0.18, -0.29], [-0.42, -0.09, -0.40], [0.00, 0.47, -0.04], [-0.22, 0.24, -0.27], [0.08, -0.22, -0.16], [-0.11, -0.39, -0.21], [-0.05, -0.04, 0.38], [0.09, 0.42, 0.26], [0.06, -0.06, -0.05], [-0.13, 0.08, 0.15], [-0.07, -0.02, 0.19], [-0.11, -0.07, 0.01], [-0.12, 0.07, -0.02], [0.05, -0.12, -0.03], [0.07, -0.09, -0.20], [0.03, 0.12, 0.16], [0.11, -0.24, -0.01], [0.01, 0.13, 0.02], [0.01, -0.12, -0.15], [0.03, -0.09, 0.15], [0.01, -0.01, 0.11], [-0.08, 0.06, 0.01], [-0.03, 0.05, -0.12], [-0.02, -0.11, -0.12], [-0.08, 0.11, -0.04], [0.14, 0.01, -0.02], [-0.01, 0.01, 0.11], [-0.04, 0.05, -0.09], [-0.06, 0.00, -0.11], [-0.15, 0.04, -0.02], [0.10, -0.12, -0.10], [-0.17, 0.01, -0.01], [-0.02, 0.11, 0.11], [-0.07, 0.04, -0.09], [-0.05, -0.07, -0.09], [-0.03, 0.00, 0.14], [0.18, 0.07, 0.10], [0.03, -0.29, 0.11], [-0.11, -0.05, 0.00], [-0.03, 0.13, -0.03], [0.19, 0.07, 0.24], [-0.10, 0.10, -0.01], [0.03, 0.18, 0.16], [0.02, -0.06, -0.22], [-0.05, 0.00, -0.07], [-0.03, 0.01, 0.18], [-0.03, 0.15, 0.17], [0.00, -0.03, -0.09], [-0.06, -0.07, -0.14]], "lowdin_charge": [0.499, 0.513, 0.533, 0.519, 0.553, 0.546, 0.618, 0.501, 0.525, 0.503, 0.516, 0.505, 0.539, 0.505, 0.523, 0.528, 0.515, 0.554, 0.538, 0.523, 0.536, 0.530, 0.533, 0.496, 0.604, 0.494, 0.490, 0.480, 0.490, 0.574, 0.564, 0.555, 0.501, 0.517, 0.524, 0.533, 0.431, 0.523, 0.500, 0.512, 0.717, 0.981, -0.192, -0.078, -0.169, -0.156, -0.215, -2.056, -2.054, -0.090, -0.264, -0.174, -0.344, -2.011, -0.102, -2.049, -0.161, -2.057, -1.958, -0.202, -0.060, -2.037, -2.028, -0.083, -0.111, -0.112, -1.935, -1.130, -2.056, -0.243, -0.504, -0.185, -0.473, -0.299, -0.165, -0.213, -0.145, 0.060, 0.115, 0.109, 0.111, 0.071, 0.135, 0.117, 0.111, 0.054, 0.078, 0.119, 0.076, 0.084, 0.083, 0.093, 0.076, 0.092, 0.093, 0.116, 0.127, 0.028, 0.124, 0.037, 0.109, 0.113, 0.070, 0.117, 0.073, 0.044, 0.053, 0.075, 0.121, 0.028, 0.072, 0.091, 0.069, 0.045, 0.045, 0.071, 0.107, 0.057]}

---

{"formula": "C30H41MnN3O3", "method": "ωB97M-V/def2-TZVPD", "s2": 8.7991, "multiplicity": 6, "total_charge": 2, "homo_lumo_gap_ev": [5.9, 6.3], "elements": ["Mn", "O", "O", "O", "N", "N", "N", "C", "C", "C", "C", "C", "C", "C", "C", "C", "C", "C", "C", "C", "C", "C", "C", "C", "C", "C", "C", "C", "C", "C", "C", "C", "C", "C", "C", "C", "C", "H", "H", "H", "H", "H", "H", "H", "H", "H", "H", "H", "H", "H", "H", "H", "H", "H", "H", "H", "H", "H", "H", "H", "H", "H", "H", "H", "H", "H", "H", "H", "H", "H", "H", "H", "H", "H", "H", "H", "H", "H"], "positions_angstrom": [[0.0678, -0.0362, -0.4435], [0.0760, -0.7720, -2.4860], [1.2812, 1.4174, -1.2843], [2.6293, 2.4724, -2.7109], [1.4274, 0.7799, -3.6023], [1.0157, -1.1612, 1.0145], [-0.4929, 0.9280, 1.3301], [-0.9950, 0.9252, -6.5180], [-1.5330, 2.8309, 5.1255], [0.4009, -0.2395, -3.6126], [-0.8779, -1.7315, -5.1918], [2.7062, -3.5575, 4.2235], [-1.1749, 2.0900, 3.8152], [1.7327, 1.5277, -2.4652], [2.3269, -3.0427, 5.6150], [2.2612, -5.0022, 4.0558], [2.3442, -3.0103, 1.7788], [-1.0630, 4.2841, 5.0505], [0.7645, -0.8190, 2.3188], [-0.0713, 0.3608, 2.4966], [4.2425, -3.4828, 4.0901], [1.8226, -2.2285, 0.7566], [-1.6380, -1.8548, -8.8666], [-1.6024, 2.6459, 2.6051], [1.2595, -1.6126, 3.3672], [-1.2016, 0.2819, -7.7036], [2.2881, 1.2514, -4.7555], [-1.0079, -1.1059, -7.7444], [-0.0716, -0.5842, -4.8948], [-0.8602, 2.1708, 6.3156], [-1.2290, 2.0629, 1.3904], [-0.4321, 0.9185, 3.7370], [-0.0989, -1.7711, -6.8181], [3.1960, 2.2189, -4.0425], [-1.5966, 0.9880, -8.9982], [-3.0511, 2.8168, 5.3311], [2.0925, -2.7035, 3.1149], [-1.1716, 1.1348, 6.4412], [2.7879, -3.6852, 6.3764], [4.1687, 1.7603, -3.8164], [-1.2918, 4.8004, 5.9856], [0.9619, -1.3378, 4.3830], [0.9610, -1.4348, -6.8313], [-0.5672, 1.8981, -6.4086], [-0.9491, 0.6526, -9.8358], [1.1788, -5.0710, 4.1257], [-1.1147, 2.6995, 7.2325], [-0.1235, 0.4196, 4.6513], [-1.5110, 2.4954, 0.4372], [4.5941, -3.8611, 3.1158], [2.6834, -5.6220, 4.8429], [-0.8149, -2.4505, -4.3068], [2.0493, -2.4784, -0.2859], [-3.2951, 3.3051, 6.2796], [-3.5647, 3.3546, 4.5305], [1.2397, -3.0717, 5.7426], [-2.7204, -1.6640, -8.8773], [4.7247, -4.0793, 4.8810], [0.2248, 2.1938, 6.2232], [2.5661, -5.4236, 3.0999], [-3.4362, 1.7920, 5.3530], [-0.0646, -2.9056, -6.9659], [-1.6046, 2.0903, -8.9419], [-1.1803, -1.5723, -9.8240], [0.5459, -0.0037, -5.5760], [-1.5384, -2.9269, -8.7265], [-2.2261, 3.5431, 2.5904], [4.5872, -2.4392, 4.1991], [1.6619, 1.7405, -5.5131], [-1.9552, -1.8221, -5.5597], [2.6923, -2.0144, 5.7562], [3.3043, 3.1904, -4.5407], [-1.5494, 0.6121, -5.7045], [0.0157, 4.3373, 4.8879], [-1.5562, 4.8256, 4.2440], [2.8988, 0.4618, -5.2263], [2.9556, -3.8823, 1.5360], [-2.6210, 0.7196, -9.2732]], "forces_ev_per_a": [[0.36, -0.02, -1.44], [0.07, 0.68, -0.39], [0.59, 0.18, -2.47], [-0.57, -0.84, -0.72], [0.75, 0.55, 0.96], [1.00, -0.86, 0.77], [-0.46, 0.77, 0.90], [-0.22, 1.52, 0.16], [0.09, -0.42, -0.11], [-0.43, -0.33, 0.31], [-0.06, -0.93, -1.92], [0.52, 0.34, 0.04], [-0.44, 0.73, -0.06], [-0.56, -0.32, 1.14], [0.00, -0.01, -0.15], [-0.29, -0.15, -0.02], [0.16, -0.02, -0.49], [0.22, 0.09, -0.23], [0.86, -2.03, -0.61], [-1.25, 1.43, -0.03], [0.30, 0.25, -0.11], [-0.39, 0.15, 0.79], [-0.22, -0.46, 0.31], [0.12, -0.07, -0.86], [-0.41, 0.89, -0.19], [0.53, -1.86, -1.29], [-1.02, -0.39, 0.54], [-0.54, 0.94, -0.93], [1.29, 2.86, 3.26], [0.14, -0.16, 0.18], [0.06, -0.39, 0.97], [0.50, -0.64, -0.34], [-0.46, -4.56, 1.04], [0.94, 0.75, 0.79], [0.41, 0.37, -0.42], [-0.16, -0.21, -0.16], [-0.24, -0.01, 0.22], [-0.08, -0.09, 0.05], [-0.16, 0.22, -0.18], [-0.18, 0.33, -0.38], [-0.01, -0.10, -0.06], [0.35, -0.20, -0.40], [-1.09, 0.01, 0.36], [-0.10, 0.86, -0.31], [-0.35, 0.38, 0.48], [-0.19, -0.10, 0.00], [-0.05, 0.03, 0.00], [0.08, 0.17, -0.21], [-0.08, 0.01, 0.11], [-0.11, 0.11, 0.37], [0.09, -0.01, 0.06], [0.47, 0.21, -1.64], [-0.30, 0.27, 0.36], [0.03, -0.08, -0.15], [-0.02, -0.02, 0.07], [0.13, 0.03, 0.19], [0.27, 0.25, -0.33], [-0.24, 0.17, -0.28], [0.12, 0.00, -0.01], [0.05, -0.02, -0.05], [0.00, 0.13, 0.07], [0.01, 1.58, -0.55], [0.28, -0.53, 0.18], [-0.25, -0.09, 0.07], [-0.17, -0.85, -0.34], [0.28, -0.09, -0.11], [0.32, -0.31, -0.03], [-0.07, -0.40, -0.06], [0.16, -0.11, 0.17], [1.28, 1.08, 0.93], [-0.14, -0.28, 0.09], [0.07, -0.40, 0.19], [-0.83, -0.37, 1.43], [-0.02, 0.05, 0.02], [0.00, 0.07, 0.01], [-0.63, 0.05, 0.34], [-0.17, 0.40, -0.05], [0.07, -0.14, 0.19]], "lowdin_spin": [4.701, 0.016, 0.054, 0.002, -0.006, 0.048, 0.036, 0.035, 0.001, -0.032, -0.003, 0.001, 0.006, 0.008, 0.000, 0.000, 0.000, 0.000, 0.012, 0.011, 0.000, 0.016, 0.010, 0.000, 0.001, 0.001, 0.000, 0.064, -0.033, 0.000, 0.016, 0.001, 0.004, 0.001, 0.001, 0.000, 0.007, 0.000, 0.000, 0.000, 0.000, 0.000, 0.002, 0.002, -0.001, 0.000, 0.000, 0.000, 0.003, 0.000, 0.000, 0.001, 0.002, 0.000, 0.000, 0.000, 0.003, 0.000, 0.000, 0.000, 0.000, -0.001, 0.000, 0.003, 0.003, 0.000, 0.000, 0.000, 0.000, -0.001, 0.000, 0.000, 0.003, 0.000, 0.000, 0.000, 0.000, 0.000]}